Below is C41H51GeN4O7PV as an isolated structure at a distorted geometry, with properties calculated with the ωB97M-V functional and the def2-TZVPD basis.

## Properties
- Relative energy (zero: lowest compared OMol25 entry of this formula, charge and spin): 56.5 kcal per mole
- LUMO (alpha / beta): 0.0081 / 0.0082 Ha
- DFT total energy: -5700.93250 hartree
- Frontier orbital gap (alpha / beta): 7.52 / 6.28 eV
- Charge: 0
- Expectation value of S²: 1.134
- Spin multiplicity: 2

```
106
Properties=species:S:1:pos:R:3:forces:R:3
V 0.457 -0.007 0.687 0.7 0.3 1.9
N 1.884 -1.158 -0.451 -0.3 0.4 -0.3
C 3.216 -0.525 -0.410 -0.1 -0.1 0.1
C 3.043 0.955 -0.712 0.0 0.1 -0.1
N 2.011 1.538 0.164 -0.1 -0.1 -0.2
H 1.906 -2.169 -0.432 0.1 0.0 0.2
H 1.424 -0.920 -1.335 0.0 -0.2 -0.1
H 3.897 -0.974 -1.136 0.1 0.0 0.0
H 3.620 -0.673 0.592 0.0 0.0 0.0
H 2.703 1.067 -1.744 0.0 0.0 0.0
H 3.999 1.473 -0.615 0.0 0.0 0.0
H 1.571 2.330 -0.293 -0.1 -0.1 0.0
H 2.425 1.886 1.021 -0.1 0.0 0.1
O -3.906 -5.960 1.631 0.0 -0.1 0.0
C -4.461 -5.619 0.377 0.0 0.0 0.0
N -3.503 -4.756 -0.261 0.1 0.0 0.0
C -3.461 -4.672 -1.612 -0.1 -0.1 -0.1
O -4.233 -5.297 -2.324 0.0 0.0 0.1
C -2.412 -3.789 -2.209 0.0 0.0 0.1
C -2.081 -3.959 -3.546 0.0 0.0 0.0
C -1.089 -3.162 -4.089 0.0 0.0 0.0
C -0.466 -2.228 -3.274 -0.1 0.1 0.0
N -0.789 -2.042 -1.996 0.2 0.0 0.0
C -1.751 -2.805 -1.487 0.0 0.1 0.1
H -4.536 -6.511 2.104 0.0 0.0 0.0
H -5.419 -5.106 0.507 0.0 0.0 0.0
H -4.611 -6.493 -0.257 0.0 0.0 0.0
H -2.820 -4.300 0.329 0.0 0.0 0.0
H -2.606 -4.706 -4.126 0.0 0.0 0.0
H -0.802 -3.251 -5.128 0.0 0.0 0.0
H 0.304 -1.576 -3.675 0.0 0.0 0.0
H -2.009 -2.595 -0.454 0.0 -0.1 0.0
C -2.459 -3.362 2.983 0.0 0.0 0.1
O -1.578 -2.921 1.943 -0.3 0.0 -0.9
P -1.043 -1.363 1.889 0.3 -0.5 1.8
O -2.392 -0.645 2.393 0.0 0.2 -0.2
C -2.796 0.661 1.940 -0.1 -0.1 0.0
O -0.269 -1.485 3.378 -1.1 -1.3 0.9
C 0.593 -2.596 3.624 -0.1 0.3 -0.1
H -2.587 -4.433 2.856 0.0 0.0 0.0
H -3.423 -2.862 2.897 0.0 0.0 0.0
H -2.039 -3.143 3.967 0.0 0.0 0.0
H -3.658 0.550 1.280 0.0 0.0 0.0
H -2.004 1.161 1.392 0.0 0.0 0.0
H -3.067 1.247 2.815 0.0 0.0 0.0
H 1.231 -2.309 4.457 0.0 -0.1 0.0
H 1.214 -2.796 2.747 0.0 0.0 0.0
H 0.013 -3.484 3.879 0.1 0.0 0.0
C -6.285 4.042 -1.025 0.0 0.0 0.0
C -4.950 3.371 -1.205 0.1 0.0 0.0
C -3.815 3.868 -0.577 0.0 0.0 0.0
C -2.570 3.268 -0.734 -0.1 0.0 0.0
C -1.378 3.836 -0.006 0.1 0.0 0.0
C -2.465 2.148 -1.559 0.0 -0.2 0.0
C -3.586 1.636 -2.218 0.0 0.1 0.0
C -3.482 0.428 -3.112 0.0 0.0 0.0
C -4.816 2.254 -2.021 0.0 0.0 0.0
C -1.154 1.410 -1.673 0.2 0.1 -0.1
O -0.572 1.260 -2.740 0.0 0.0 0.0
O -0.726 0.960 -0.544 0.1 -0.1 0.3
H -6.343 4.552 -0.063 0.0 0.0 0.0
H -7.102 3.322 -1.078 0.0 0.0 0.0
H -6.457 4.790 -1.803 0.0 0.0 0.0
H -3.900 4.746 0.057 0.0 0.0 0.0
H -1.550 4.883 0.245 0.0 0.0 0.0
H -0.477 3.785 -0.620 0.0 0.0 0.0
H -1.178 3.293 0.922 0.0 0.0 0.0
H -3.053 -0.425 -2.581 0.0 0.0 0.0
H -2.829 0.624 -3.963 0.0 0.0 0.0
H -4.469 0.142 -3.477 0.0 0.0 0.0
H -5.692 1.851 -2.521 0.0 0.0 0.0
C 0.766 0.073 2.526 0.4 1.5 -3.6
Ge 0.998 1.159 4.079 -0.1 -0.1 0.2
C 1.607 0.173 5.676 0.0 -0.1 0.0
C 0.804 -0.125 6.776 0.0 0.0 0.1
C 1.274 -0.909 7.824 0.0 0.0 0.0
C 2.568 -1.408 7.797 0.0 0.0 0.0
C 3.391 -1.107 6.719 0.0 0.0 0.0
C 2.911 -0.327 5.676 0.0 0.0 0.0
C 2.508 2.361 3.692 0.0 0.1 0.1
C 2.619 3.643 4.231 0.0 0.0 0.0
C 3.745 4.426 4.010 0.0 0.0 0.0
C 4.799 3.936 3.250 0.0 0.0 0.0
C 4.724 2.652 2.728 0.0 0.0 0.0
C 3.592 1.879 2.954 0.0 -0.1 0.0
C -0.660 2.124 4.479 0.0 0.0 0.1
C -1.724 1.425 5.057 0.0 0.0 0.1
C -2.933 2.047 5.333 0.0 0.0 0.0
C -3.117 3.385 5.010 0.0 0.0 0.0
C -2.086 4.088 4.402 0.0 0.0 0.0
C -0.872 3.462 4.148 0.0 0.0 -0.1
H -0.201 0.268 6.841 0.0 0.0 0.0
H 0.626 -1.124 8.666 0.0 0.0 0.0
H 2.936 -2.021 8.610 0.0 0.0 0.0
H 4.409 -1.478 6.695 0.0 0.0 0.0
H 3.578 -0.108 4.847 0.0 0.0 0.0
H 1.827 4.043 4.856 0.0 0.0 0.0
H 3.802 5.419 4.440 0.0 0.0 0.0
H 5.676 4.547 3.078 0.0 0.0 0.0
H 5.551 2.249 2.155 0.0 0.0 0.0
H 3.550 0.867 2.556 0.0 0.0 0.0
H -1.624 0.366 5.266 0.0 0.0 0.0
H -3.741 1.482 5.783 0.0 0.0 0.0
H -4.061 3.874 5.218 0.0 0.0 0.0
H -2.223 5.127 4.127 0.0 0.0 0.0
H -0.093 4.033 3.653 0.0 0.0 0.0
```
Forces are in eV/Å.